Record 1
ORCA calculation (ωB97M-V/def2-TZVPD) on a molecular structure, C4H5F2InLiO2.

The HOMO energy (alpha / beta) is -7.3403 / -6.7549 eV. The max |F| is 0.1037 hartree/bohr. The multiplicity is 2. Its total energy is -703.10989 hartree.

Each line ends with the Mulliken charge.
Cartesian coordinates (Å):
O 0.713 2.165 0.117  -0.7479
C 1.120 1.500 -1.056  -0.4785
C 0.962 -0.003 -0.841  0.2644
Li 1.812 1.644 1.421  0.8481
H 2.169 1.722 -1.328  0.2920
H 0.521 1.854 -1.930  0.2064
F 1.047 -0.574 -2.198  -0.3117
C -0.488 -1.460 0.712  0.1258
C -1.712 -1.968 0.840  -0.5912
O -0.411 -0.217 -0.468  -0.2441
H 0.435 -2.049 0.738  0.3403
F -0.605 0.204 2.066  -0.6972
H -2.585 -1.314 0.870  0.1808
H -1.847 -3.042 0.719  0.2669
In -1.133 1.538 0.340  0.5460



Record 2
ORCA calculation (ωB97M-V/def2-TZVPD) on a gas-phase ion, C4H5F2N2 (charge +1).

As for the total charge: +1. The HOMO energy is -13.9771 eV. The energy relative to the best compared isomer or geometry (same formula, charge and spin) is 15.6 kcal/mol. As for the SMILES: N#C/C(F)=C(\F)C[NH3+]. The max |F| is 0.1449 hartree/bohr. The multiplicity is 1. Its total energy is -464.29284 hartree.

Each line ends with the Mulliken charge.
Cartesian coordinates (Å):
N -1.346 -0.796 -3.682  -0.2425
C -0.828 -0.475 -2.699  0.0759
C -0.523 0.104 -1.429  0.4569
F -1.502 0.777 -0.763  -0.2216
C 0.670 -0.269 -0.568  0.3003
F 1.595 -0.984 -1.137  -0.1987
C 0.924 0.366 0.765  -0.6645
N -0.171 0.068 1.783  -0.3384
H 0.897 1.474 0.672  0.3016
H 1.852 -0.017 1.131  0.4133
H -0.963 0.750 1.962  0.3796
H 0.081 -0.338 2.674  0.3611
H -0.688 -0.661 1.292  0.3768



Record 3
ORCA calculation (ωB97M-V/def2-TZVPD) on 2 unconnected molecules or ions with the total composition C4H5F3.

The HOMO energy is -9.4390 eV. The energy relative to the best compared isomer or geometry (same formula, charge and spin) is 67.8 kcal/mol. The max |F| is 0.1231 hartree/bohr. The multiplicity is 1. Its total energy is -454.87170 hartree.

Each line ends with the Mulliken charge.
Cartesian coordinates (Å):
C -0.485 0.791 -1.258  -1.2587
C -0.763 -0.112 -0.327  0.8830
C 1.123 0.435 -3.040  0.1488
C -0.096 -0.558 0.960  -1.0475
F -1.895 -0.803 -0.546  -0.2845
F 0.246 0.136 -3.888  -0.0804
F 1.701 -0.677 -2.610  -0.1239
H -1.238 0.996 -1.957  0.3325
H 0.415 1.287 -1.199  0.5161
H 0.737 -1.214 0.710  0.2459
H -0.934 -1.218 1.386  0.3047
H 0.218 0.127 1.601  0.3640



Record 4
ORCA calculation (ωB97M-V/def2-TZVPD) on a molecular structure, C4H5F3IN.

The HOMO energy (alpha / beta) is -5.5904 / -9.6172 eV. The max |F| is 0.2009 hartree/bohr. The multiplicity is 3. Its total energy is -807.24856 hartree.

Each line ends with the Mulliken charge.
Cartesian coordinates (Å):
C -0.656 0.748 -0.997  -0.5277
C 0.174 0.715 1.398  -1.1465
C 0.433 0.172 -0.012  0.1794
C 0.373 -1.346 -0.090  0.5731
N -1.467 -0.028 -1.442  -0.2114
F 0.446 -1.808 -1.303  -0.1874
F -0.763 -2.031 0.348  -0.2896
F 1.397 -1.833 0.718  -0.2333
I 2.301 0.610 -0.941  0.1640
H -0.723 1.814 -1.195  0.5090
H 0.904 0.148 2.184  0.2880
H -0.894 0.742 1.760  0.3123
H 0.594 1.754 1.572  0.3608
H -2.121 0.342 -2.001  0.2092



Record 5
ORCA calculation (ωB97M-V/def2-TZVPD) on a gas-phase ion, C4H5F3O2P (charge -1).

As for the total charge: -1. The HOMO energy is -5.1322 eV. As for the SMILES: C=C[P@@](=O)([O-])CC(F)(F)F. The max |F| is 0.0663 hartree/bohr. The multiplicity is 1. Its total energy is -946.95564 hartree.

Each line ends with the Mulliken charge.
Cartesian coordinates (Å):
C -2.748 0.685 0.179  -0.6391
C -1.873 0.056 -0.594  -0.3487
P -0.111 0.695 -0.482  0.9297
O 0.281 0.986 -1.894  -0.7442
O -0.156 1.704 0.561  -0.7413
C 0.864 -0.898 0.327  -0.9377
C 2.274 -0.540 0.318  0.7445
F 3.115 -1.564 0.798  -0.3152
F 2.609 0.595 0.940  -0.2355
F 2.751 -0.346 -0.976  -0.2738
H -3.779 0.628 0.116  0.2869
H -2.432 1.252 0.954  0.2959
H -2.062 -0.516 -1.585  0.2338
H 0.625 -0.834 1.335  0.3361
H 0.640 -1.903 0.003  0.4087



Record 6
ORCA calculation (ωB97M-V/def2-TZVPD) on a molecular structure, C4H5FI2.

The HOMO energy is -9.4646 eV. The energy relative to the best compared isomer or geometry (same formula, charge and spin) is 7.7 kcal/mol. The max |F| is 0.0805 hartree/bohr. The multiplicity is 1. Its total energy is -850.59457 hartree.

Each line ends with the Mulliken charge.
Cartesian coordinates (Å):
C -0.821 0.919 -1.094  -1.0381
C -0.203 0.291 -0.070  0.6422
C -0.208 0.595 1.341  -1.1825
C 0.787 -1.035 -0.554  -0.1402
F 0.970 -0.910 -1.884  -0.2120
I 2.744 -0.951 0.338  0.1237
I -0.333 -2.869 -0.326  0.1061
H -0.743 0.378 -1.956  0.3397
H -1.277 1.870 -1.071  0.3438
H -0.315 -0.353 1.964  0.3144
H -1.211 0.975 1.571  0.3580
H 0.609 1.090 1.741  0.3449



Record 7
ORCA calculation (ωB97M-V/def2-TZVPD) on a single C4H5FN2 molecule.

The HOMO energy is -9.7264 eV. The energy relative to the best compared isomer or geometry (same formula, charge and spin) is 113.9 kcal/mol. As for the SMILES: C=C/C=N\C=N\F. The max |F| is 0.0603 hartree/bohr. The multiplicity is 1. Its total energy is -364.62183 hartree.

Each line ends with the Mulliken charge.
Cartesian coordinates (Å):
C -0.606 -1.404 -0.374  -0.4795
C -1.319 -0.418 0.166  -0.2317
C -1.116 0.995 -0.067  0.0582
N -0.001 1.619 -0.154  -0.5174
C 1.192 1.034 0.066  0.0335
N 1.444 -0.205 -0.211  -0.1745
F 2.788 -0.596 0.156  -0.2488
H -0.630 -2.320 0.198  0.2600
H -0.319 -1.469 -1.388  0.2832
H -1.689 -0.744 1.207  0.1827
H -1.760 1.838 0.046  0.4203
H 2.017 1.668 0.354  0.4139



Record 8
ORCA calculation (ωB97M-V/def2-TZVPD) on 2 unconnected molecules or ions with the total composition C4H5FN2.

The HOMO energy is -10.6983 eV. The energy relative to the best compared isomer or geometry (same formula, charge and spin) is 128.3 kcal/mol. The max |F| is 0.1027 hartree/bohr. The multiplicity is 1. Its total energy is -364.59893 hartree.

Each line ends with the Mulliken charge.
Cartesian coordinates (Å):
C 1.089 0.664 -0.320  -0.5131
C 1.095 -0.399 0.708  -0.5871
C 0.044 -0.525 -0.449  -0.1987
C -1.178 0.009 -0.117  0.9203
N -2.157 0.814 -0.696  -0.2722
N -1.712 1.124 0.446  -0.3261
F -2.248 -1.408 0.677  -0.5969
H 0.670 1.617 -0.073  0.2809
H 1.747 0.649 -1.158  0.2830
H 1.909 -0.996 0.586  0.3131
H 0.566 -0.175 1.524  0.2895
H 0.176 -1.374 -1.128  0.4074